--- i ---
{"formula": "C3H2N2O2", "method": "wB97M-V/def2-TZVPD", "elements": ["C", "C", "C", "H", "H", "N", "N", "O", "O"], "coordinates": [[-1.8456, 0.0268, -0.1647], [-0.4209, -0.0122, 0.5567], [1.4349, -0.3444, -0.5981], [-0.5074, 0.1075, 1.7106], [2.3290, -0.9391, -0.8092], [-2.9531, 0.0815, -0.6079], [1.3410, 0.9104, -0.5549], [0.4732, -1.0131, 0.1806], [0.1488, 1.1826, 0.2869]], "homo_lumo_gap_ev": 11.1}


--- ii ---
{"formula": "C3H2N2O2", "method": "wB97M-V/def2-TZVPD", "elements": ["O", "C", "C", "N", "C", "N", "O", "H", "H"], "coordinates": [[2.4669, 0.3679, -0.3164], [1.6476, -0.4752, -0.0623], [0.3133, -0.0997, 0.5740], [-0.7600, -0.4959, -0.2754], [-1.6959, 0.5294, -0.5407], [-2.1637, -0.0719, 0.4295], [0.2127, 0.4244, 1.6494], [1.8056, -1.5451, -0.2818], [-1.8477, 1.3525, -1.2278]], "homo_lumo_gap_ev": 9.8}


Relative calculated energies, zero for the most stable structure, unit eV: i 0.000; ii 0.357.


--- i ---
{"formula": "C3H2N2O2", "method": "wB97M-V/def2-TZVPD", "elements": ["C", "C", "C", "N", "N", "O", "O", "H", "H"], "coordinates": [[-0.6004, -0.7919, -0.1715], [0.3983, -0.5429, 0.6663], [-0.7900, 0.4595, -1.0010], [0.9531, 0.7518, 0.5098], [0.1007, 1.4038, -0.6654], [-1.6476, 0.6023, -1.8446], [1.9447, 0.9542, 1.3588], [-1.1944, -1.6796, -0.2841], [0.8355, -1.1573, 1.4317]], "homo_lumo_gap_ev": [8.7, 7.2]}


--- ii ---
{"formula": "C3H2N2O2", "method": "wB97M-V/def2-TZVPD", "elements": ["N", "C", "O", "C", "O", "C", "N", "H", "H"], "coordinates": [[1.7514, 1.6034, -1.3273], [1.3041, 0.5747, -0.8193], [-0.9430, 0.5405, 1.2251], [-1.4421, -0.5108, 0.9396], [-0.8230, -1.6103, 0.4484], [1.0252, -0.5405, -0.2468], [0.6106, -1.5695, 0.3265], [1.0246, 2.2737, -1.5891], [-2.5077, -0.7612, 1.0431]], "homo_lumo_gap_ev": 8.3}


Relative calculated energies, zero for the most stable structure, unit eV: i 1.149; ii 0.000.


--- i ---
{"formula": "C3H2N2O2", "method": "wB97M-V/def2-TZVPD", "elements": ["O", "C", "C", "N", "C", "N", "O", "H", "H"], "coordinates": [[-2.4386, -0.7902, -0.1382], [-1.7833, 0.2155, -0.0516], [-0.3158, 0.0961, -0.0083], [0.6170, 0.9728, 0.0761], [1.7324, 0.1566, 0.0665], [1.5184, -1.1223, -0.0154], [0.1881, -1.2810, -0.0701], [-2.1905, 1.2416, 0.0013], [2.7343, 0.5283, 0.1208]], "homo_lumo_gap_ev": 10.2}


--- ii ---
{"formula": "C3H2N2O2", "method": "wB97M-V/def2-TZVPD", "elements": ["C", "C", "C", "N", "N", "O", "O", "H", "H"], "coordinates": [[0.6421, 1.5663, 0.0974], [-1.3390, -0.1468, -0.0502], [-0.0284, 0.2170, 0.0432], [1.1831, 2.5774, 0.0475], [0.8123, -0.9149, 0.0074], [1.9979, -0.7487, -0.0739], [0.3111, -1.9848, 0.0383], [-1.4880, -1.2016, -0.0708], [-2.0911, 0.6360, -0.0389]], "homo_lumo_gap_ev": 10.1}


Relative calculated energies, zero for the most stable structure, unit eV: i 0.000; ii 2.498.


--- i ---
{"formula": "C3H2N2O2", "method": "wB97M-V/def2-TZVPD", "elements": ["C", "C", "C", "H", "H", "N", "N", "O", "O"], "coordinates": [[1.0064, 1.0685, 0.6059], [-0.1496, 0.2813, -0.0008], [-0.4793, -0.9574, 0.3221], [1.1143, 2.1362, 0.1603], [-0.0617, -1.6258, 1.1415], [-1.1503, -1.5431, -0.8443], [-1.3435, -0.6423, -1.6482], [1.7536, 0.6683, 1.4354], [-0.6898, 0.6144, -1.1721]], "homo_lumo_gap_ev": 10.2}


--- ii ---
{"formula": "C3H2N2O2", "method": "wB97M-V/def2-TZVPD", "elements": ["N", "C", "O", "C", "O", "C", "N", "H", "H"], "coordinates": [[-0.3798, 1.4415, 1.9669], [0.0547, 0.7157, 1.0780], [-0.8002, 0.0573, -0.7884], [0.1072, -0.9072, -1.1157], [-0.1322, -0.5319, -2.3382], [1.1722, 0.1067, 0.5388], [1.4658, -0.5746, -0.4303], [-1.3788, 1.6346, 1.9071], [-0.1089, -1.9421, -0.8181]], "homo_lumo_gap_ev": [7.9, 7.2]}


--- iii ---
{"formula": "C3H2N2O2", "method": "wB97M-V/def2-TZVPD", "elements": ["C", "C", "C", "H", "H", "N", "N", "O", "O"], "coordinates": [[-0.8661, -0.1117, -0.0326], [1.5442, -0.0476, 0.0181], [0.3507, 0.8303, 0.0014], [-0.7459, -2.2698, 0.3262], [2.6102, 0.0678, 0.1314], [-0.2460, -1.3430, -0.0722], [1.1186, -1.2950, -0.0101], [-2.0530, 0.0358, 0.0289], [0.2848, 2.0444, -0.0043]], "homo_lumo_gap_ev": 8.4}


--- iv ---
{"formula": "C3H2N2O2", "method": "wB97M-V/def2-TZVPD", "elements": ["O", "C", "C", "N", "C", "N", "O", "H", "H"], "coordinates": [[-1.3255, 0.1900, -1.3338], [-1.4578, -0.3305, -0.2668], [0.0130, 1.7504, 0.8242], [0.9173, 1.0888, 0.4364], [1.4516, -0.0928, -0.0280], [0.7725, -1.1711, -0.1045], [-0.5186, -1.0365, 0.4290], [-2.3460, -0.2883, 0.3796], [2.4935, -0.1099, -0.3362]], "homo_lumo_gap_ev": 10.9}


Relative calculated energies, zero for the most stable structure, unit eV: i 1.141; ii 5.483; iii 0.000; iv 1.662.


--- i ---
{"formula": "C5H8N2", "method": "wB97M-V/def2-TZVPD", "elements": ["C", "C", "C", "N", "C", "C", "N", "H", "H", "H", "H", "H", "H", "H", "H"], "coordinates": [[1.2613, 1.5622, 1.0076], [1.0105, 0.0997, 0.9531], [-0.3180, -0.4111, 0.6534], [-0.6479, -0.0649, -0.7481], [-1.6888, -0.7453, -1.5048], [-0.2147, -1.0642, -1.6454], [0.7840, -1.7254, -1.8510], [0.3342, 2.1306, 0.8778], [1.9482, 1.8753, 0.2095], [1.7373, 1.8649, 1.9531], [1.7996, -0.5794, 1.2592], [-0.4151, -1.4874, 0.8418], [-1.0612, 0.1553, 1.2348], [-2.3134, -1.5057, -1.0322], [-2.2159, -0.1046, -2.2090]], "homo_lumo_gap_ev": [7.4, 9.2]}


--- ii ---
{"formula": "C5H8N2", "method": "wB97M-V/def2-TZVPD", "elements": ["C", "C", "C", "C", "C", "N", "N", "H", "H", "H", "H", "H", "H", "H", "H"], "coordinates": [[-1.3083, -0.1058, 0.7414], [-1.8255, -1.1194, -0.2365], [-0.6013, 1.0242, -1.4859], [2.8824, 0.3745, 0.9930], [-1.1402, 0.0755, -0.6936], [2.1793, -0.4062, 0.2435], [1.6261, -1.2057, -0.3829], [-2.0489, 0.5020, 1.3655], [-0.4214, -0.3067, 1.3599], [-1.4502, -2.1233, -0.5604], [-2.9589, -1.2761, -0.2353], [-0.3291, 2.0863, -1.0963], [-0.7428, 1.1152, -2.5613], [3.4167, 0.0058, 1.8590], [2.7221, 1.3596, 0.6898]], "homo_lumo_gap_ev": 9.5}


Relative calculated energies, zero for the most stable structure, unit eV: i 0.151; ii 0.000.


--- i ---
{"formula": "C5H8N2", "method": "wB97M-V/def2-TZVPD", "elements": ["C", "C", "N", "C", "C", "C", "N", "H", "H", "H", "H", "H", "H", "H", "H"], "coordinates": [[-0.4710, -0.8487, 1.6598], [-0.4873, -0.8492, 0.1669], [-1.2928, 0.1429, -0.5525], [0.1599, 0.1886, -0.6473], [0.8573, 1.4361, -0.1599], [0.9322, -0.3449, -2.9812], [0.7792, -0.3399, -1.8139], [0.4652, -1.2836, 2.0287], [-0.5648, 0.1669, 2.0470], [-1.3019, -1.4414, 2.0419], [-0.4232, -1.8338, -0.3058], [-1.7589, -0.2260, -1.3767], [0.4047, 1.7649, 0.7752], [1.9142, 1.2103, 0.0040], [0.7872, 2.2577, -0.8860]], "homo_lumo_gap_ev": 11.0}


--- ii ---
{"formula": "C5H8N2", "method": "wB97M-V/def2-TZVPD", "elements": ["C", "N", "C", "C", "C", "N", "C", "H", "H", "H", "H", "H", "H", "H", "H"], "coordinates": [[-1.5839, -1.3720, -0.9142], [-0.8881, -0.3087, -0.2168], [-0.4964, 0.7752, -0.9531], [0.6261, 1.3227, -0.4099], [0.9172, 0.5595, 0.7642], [1.9058, 0.9104, 1.6952], [-0.0121, -0.4486, 0.8507], [-1.7274, -0.9826, -1.9212], [-0.9793, -2.2826, -1.0159], [-2.5432, -1.6307, -0.4556], [-1.1299, 1.1074, -1.7621], [1.1484, 2.1932, -0.7855], [2.6807, 1.3820, 1.2483], [2.2338, 0.1242, 2.2396], [-0.1319, -1.2489, 1.5726]], "homo_lumo_gap_ev": 8.5}


--- iii ---
{"formula": "C5H8N2", "method": "wB97M-V/def2-TZVPD", "elements": ["C", "C", "C", "N", "C", "N", "C", "H", "H", "H", "H", "H", "H", "H", "H"], "coordinates": [[-2.7373, 0.1322, -0.0313], [-1.1699, 0.1273, -0.0389], [-0.5355, 1.2683, -0.3013], [0.8033, 0.9149, -0.2640], [0.5376, -0.3944, 0.1401], [2.7577, -0.9122, 0.1737], [1.4246, -1.3608, 0.4178], [-3.2582, -0.4602, -0.7995], [-3.2000, -0.1399, 0.9239], [-3.0918, 1.1728, -0.2216], [-0.8533, 2.2781, -0.4862], [1.6095, 1.5101, -0.2398], [3.3956, -0.6038, 0.8897], [3.1357, -1.1090, -0.7373], [1.1820, -2.4233, 0.5747]], "homo_lumo_gap_ev": 8.8}


Relative calculated energies, zero for the most stable structure, unit eV: i 1.504; ii 0.000; iii 3.592.


--- i ---
{"formula": "C5H8N2", "method": "wB97M-V/def2-TZVPD", "elements": ["C", "N", "C", "N", "C", "C", "C", "H", "H", "H", "H", "H", "H", "H", "H"], "coordinates": [[-2.4266, 0.3332, -0.4898], [-1.1793, -0.1142, 0.2041], [-0.3234, -0.6377, 1.8415], [0.8770, -0.5866, 1.4513], [1.1198, -0.1116, 0.2234], [2.4969, 0.0720, -0.3148], [-0.0634, 0.1786, -0.4416], [-2.2111, 0.7820, -1.4798], [-3.1060, -0.5042, -0.6823], [-2.9752, 1.0943, 0.0718], [-0.6826, -1.5113, 2.3970], [3.2130, -0.4425, 0.3297], [2.5750, -0.3507, -1.3224], [2.7733, 1.1300, -0.3653], [-0.0680, 0.6548, -1.4221]], "homo_lumo_gap_ev": 8.7}


--- ii ---
{"formula": "C5H8N2", "method": "wB97M-V/def2-TZVPD", "elements": ["C", "N", "C", "C", "C", "C", "N", "H", "H", "H", "H", "H", "H", "H", "H"], "coordinates": [[-2.1109, -0.1388, 0.5241], [0.6171, -1.1126, -0.6942], [1.9242, -1.1018, -0.3304], [2.3017, 0.1119, 0.2476], [1.1491, 0.9276, 0.2515], [0.2011, 0.1054, -0.3401], [-1.2292, 0.3751, -0.5626], [-3.1611, 0.0393, 0.2772], [-1.8981, -1.2039, 0.6135], [-1.8305, 0.3696, 1.4468], [2.5478, -1.9714, -0.5104], [3.2866, 0.3863, 0.6079], [1.0437, 1.9450, 0.6121], [-1.3812, 1.3746, -0.7066], [-1.4603, -0.1063, -1.4364]], "homo_lumo_gap_ev": 7.5}


--- iii ---
{"formula": "C5H8N2", "method": "wB97M-V/def2-TZVPD", "elements": ["C", "N", "C", "C", "C", "C", "N", "H", "H", "H", "H", "H", "H", "H", "H"], "coordinates": [[1.5594, 0.6352, -0.4015], [0.2346, 0.0674, -0.6304], [-0.7446, 1.0230, -0.9244], [-1.8053, 0.8431, -0.1006], [-1.5232, -0.2972, 0.7317], [-0.2865, -0.7477, 0.3753], [0.4238, -1.8702, 0.8069], [2.2810, -0.1455, -0.1518], [1.9033, 1.1682, -1.2923], [1.5046, 1.3462, 0.4359], [-0.5636, 1.7450, -1.7110], [-2.7180, 1.4239, -0.1071], [-2.1721, -0.7348, 1.4778], [1.2568, -2.0727, 0.2755], [0.5602, -1.9563, 1.8021]], "homo_lumo_gap_ev": 8.5}


--- iv ---
{"formula": "C5H8N2", "method": "wB97M-V/def2-TZVPD", "elements": ["C", "N", "C", "N", "C", "C", "C", "H", "H", "H", "H", "H", "H", "H", "H"], "coordinates": [[-1.8996, -0.2029, -0.4835], [-0.6939, 0.0114, 0.2933], [-0.3370, -0.5911, 1.4343], [0.8280, -0.2349, 1.9323], [1.3523, 0.7957, 1.1456], [1.6468, 0.0081, -0.7862], [0.4652, 0.8126, -0.0481], [-1.7010, -0.8578, -1.3407], [-2.6657, -0.6665, 0.1483], [-2.3005, 0.7501, -0.8507], [-0.9877, -1.3315, 1.8968], [2.3171, -0.6003, -0.1624], [1.1423, -0.6570, -1.4812], [2.2878, 0.7288, -1.2947], [0.2174, 1.6968, -0.6404]], "homo_lumo_gap_ev": 8.4}


Relative calculated energies, zero for the most stable structure, unit eV: i 2.011; ii 1.099; iii 0.000; iv 2.898.


--- i ---
{"formula": "C5H8N2", "method": "wB97M-V/def2-TZVPD", "elements": ["N", "C", "C", "N", "C", "C", "C", "H", "H", "H", "H", "H", "H", "H", "H"], "coordinates": [[2.0693, -0.7015, -0.2093], [0.9674, -0.0564, 0.4561], [0.9241, 1.4260, 0.6828], [0.2433, 2.3685, 0.6468], [-0.2905, -0.1442, -0.4118], [-1.5020, 0.6265, -0.1155], [-1.4624, -1.0101, -0.2318], [2.8566, -0.8901, 0.3964], [2.3993, -0.1700, -1.0079], [0.8176, -0.5491, 1.4224], [-0.0291, -0.0400, -1.4651], [-1.7543, 0.8786, 0.9146], [-1.8571, 1.3881, -0.8152], [-1.6802, -1.7403, -1.0228], [-1.7021, -1.3861, 0.7602]], "homo_lumo_gap_ev": 10.7}


--- ii ---
{"formula": "C5H8N2", "method": "wB97M-V/def2-TZVPD", "elements": ["C", "N", "C", "C", "C", "C", "N", "H", "H", "H", "H", "H", "H", "H", "H"], "coordinates": [[-0.9607, -0.8908, 0.7654], [-0.2983, -0.7408, -0.5712], [1.0200, -1.2484, -0.3362], [1.8345, -0.2379, 0.0278], [1.0753, 0.9986, -0.0638], [-0.1404, 0.6675, -0.5816], [-1.2480, 1.4196, -0.8698], [-1.9844, -0.5047, 0.7190], [-1.0393, -1.9552, 1.0244], [-0.3054, -0.2032, 1.3971], [1.1692, -2.3213, -0.3544], [2.8723, -0.3204, 0.3313], [1.3909, 1.9781, 0.2676], [-2.1063, 0.9702, -1.1493], [-1.2794, 2.3886, -0.6064]], "homo_lumo_gap_ev": 8.5}


--- iii ---
{"formula": "C5H8N2", "method": "wB97M-V/def2-TZVPD", "elements": ["C", "C", "N", "C", "C", "N", "C", "H", "H", "H", "H", "H", "H", "H", "H"], "coordinates": [[-1.1703, -0.7473, 0.6515], [-1.1993, -0.1187, -0.7381], [0.2579, -0.2615, -0.9155], [0.4013, -0.8227, 0.4483], [1.2909, 0.1866, 1.1234], [1.5902, 1.2017, 0.4292], [0.9691, 1.0196, -0.8729], [-1.6174, -1.7370, 0.6726], [0.2589, 1.8303, -1.0158], [-1.6959, -0.1355, 1.4026], [-1.5300, 0.9232, -0.7378], [-1.8023, -0.6758, -1.4511], [0.8400, -1.8344, 0.4910], [1.6569, 0.0789, 2.1333], [1.7499, 1.0926, -1.6207]], "homo_lumo_gap_ev": 10.1}


Relative calculated energies, zero for the most stable structure, unit eV: i 0.953; ii 0.000; iii 0.097.